[1]
Molecular formula: C2H3N3O3
Method: DFT, ωB97M-V with the def2-TZVPD basis set

Summary:
HOMO level in eV: -9.38
Charge: 0
DFT total energy in eV: -12725.9527
Orbital gap in Ha: 0.2627

Each line ends with the Mulliken charge.
Geometry (Å):
C -0.414 -0.043 1.405  -0.03
C 0.334 -0.215 -0.583  0.38
H 2.718 -0.654 0.271  0.40
H -0.278 -0.315 2.517  0.33
H -1.555 1.411 -2.267  0.41
N 0.683 -0.414 0.628  0.28
N -1.176 0.749 0.801  -0.58
N -0.842 0.773 -0.455  0.37
O 1.482 -1.506 0.930  -0.50
O -1.862 0.559 -1.530  -0.44
O 0.911 -0.343 -1.718  -0.61

=====

[2]
Molecular formula: C18H27F10N2O10S2
Method: DFT, ωB97M-V with the def2-TZVPD basis set

Summary:
HOMO level in eV: -12.25
Charge: +1
DFT total energy in eV: -91394.4173
Orbital gap in Ha: 0.3086

Each line ends with the Mulliken charge.
Geometry (Å):
O 1.435 -4.589 1.660  -0.42
C 0.413 -4.736 1.068  -0.07
C -0.705 -3.667 1.232  -0.74
C -0.404 -2.352 0.412  -0.13
C -1.792 -1.706 0.050  -0.91
O -1.868 -0.283 0.210  -0.41
C -0.629 0.267 -0.238  -0.51
C -0.877 1.796 -0.527  1.08
F 0.057 2.619 -0.011  -0.31
F -2.077 2.135 0.018  -0.32
C -1.053 1.983 -2.082  0.43
F -1.972 1.077 -2.522  -0.29
F -1.606 3.189 -2.316  -0.30
C 0.296 1.885 -2.893  0.60
F 1.355 1.470 -2.156  -0.26
F 0.530 3.108 -3.402  -0.27
C 0.215 0.914 -4.136  0.75
F 0.171 -0.371 -3.753  -0.23
F 1.382 1.077 -4.786  -0.25
F -0.763 1.262 -5.012  -0.23
C 0.411 0.004 0.896  -0.26
C 0.051 0.729 2.252  -0.35
O 0.817 1.524 2.651  -0.39
N -1.196 0.408 2.956  -0.06
C -0.859 0.179 4.343  0.56
O -0.682 0.999 5.124  -0.34
F -0.786 -1.115 4.745  -0.22
N 0.501 -1.471 1.218  0.05
H 0.186 -5.608 0.399  0.36
H -0.939 -3.425 2.290  0.44
H -1.643 -4.080 0.789  0.46
H 0.113 -2.646 -0.521  0.40
H -2.652 -2.193 0.555  0.52
H -1.951 -1.910 -1.041  0.32
H -0.315 -0.195 -1.207  0.39
H 1.383 0.418 0.554  0.52
H -1.722 1.292 2.981  0.36
H 1.466 -1.766 1.003  0.53
H 0.391 -1.600 2.232  0.50
O 3.506 1.487 10.070  -0.64
S 2.142 1.079 10.223  1.21
O 1.683 -0.188 9.738  -0.60
O 1.190 2.231 9.641  -0.25
C 1.396 2.656 8.287  -0.54
C 0.878 1.639 7.287  -0.80
C 1.676 1.236 11.917  -0.94
H 2.452 2.878 8.115  0.35
H 0.848 3.591 8.169  0.29
H 1.457 0.715 7.331  0.31
H 0.947 2.030 6.274  0.36
H -0.158 1.383 7.501  0.28
H 1.988 2.212 12.281  0.32
H 2.181 0.446 12.470  0.37
H 0.598 1.115 11.997  0.31
O 1.508 -0.871 -9.050  -0.64
S 0.128 -1.174 -8.825  1.19
O -0.438 -2.426 -9.223  -0.61
O -0.769 0.013 -9.412  -0.25
C -0.604 0.371 -10.794  -0.37
C -1.239 -0.643 -11.726  -1.00
C -0.248 -0.911 -7.120  -0.98
H 0.454 0.512 -11.026  0.34
H -1.093 1.336 -10.924  0.27
H -0.726 -1.604 -11.674  0.31
H -1.197 -0.295 -12.758  0.39
H -2.281 -0.818 -11.451  0.27
H 0.137 0.051 -6.802  0.18
H 0.229 -1.714 -6.559  0.46
H -1.328 -0.958 -6.990  0.38

=====

Please write out number 1 again, unchanged.
Molecular formula: C2H3N3O3
Method: DFT, ωB97M-V with the def2-TZVPD basis set

Summary:
HOMO level in eV: -9.38
Charge: 0
DFT total energy in eV: -12725.9527
Orbital gap in Ha: 0.2627

Each line ends with the Mulliken charge.
Geometry (Å):
C -0.414 -0.043 1.405  -0.03
C 0.334 -0.215 -0.583  0.38
H 2.718 -0.654 0.271  0.40
H -0.278 -0.315 2.517  0.33
H -1.555 1.411 -2.267  0.41
N 0.683 -0.414 0.628  0.28
N -1.176 0.749 0.801  -0.58
N -0.842 0.773 -0.455  0.37
O 1.482 -1.506 0.930  -0.50
O -1.862 0.559 -1.530  -0.44
O 0.911 -0.343 -1.718  -0.61